Entry 1:
{
  "formula": "C47H33B3BrFO9",
  "method": "ωB97M-V/def2-TZVPD",
  "species": ["C", "C", "B", "O", "B", "Br", "O", "B", "C", "C", "C", "F", "O", "H", "H", "H", "H", "H", "H", "H", "H", "H", "C", "C", "C", "C", "C", "C", "C", "O", "C", "C", "C", "C", "C", "C", "C", "O", "H", "H", "H", "H", "H", "H", "H", "H", "C", "C", "C", "C", "C", "C", "C", "O", "C", "C", "C", "C", "C", "C", "C", "O", "H", "H", "H", "H", "H", "H", "H", "H", "C", "C", "C", "C", "C", "C", "C", "O", "C", "C", "C", "C", "C", "C", "C", "O", "H", "H", "H", "H", "H", "H", "H", "H"],
  "coordinates": [[2.372, -4.161, 0.779], [2.782, -2.851, 0.204], [1.909, -1.933, -0.856], [0.702, -1.135, -0.516], [-0.172, -0.988, -1.710], [-1.437, 0.569, -1.856], [-0.050, -2.074, -2.746], [1.334, -1.919, -3.241], [1.620, -1.724, -4.875], [2.025, -3.116, -5.643], [2.675, -2.662, -7.111], [0.762, -3.899, -5.897], [2.440, -1.892, -2.264], [3.199, -4.767, 1.390], [1.313, -4.655, 0.703], [3.863, -2.440, 0.496], [0.604, -1.322, -5.328], [2.526, -0.979, -5.026], [2.824, -3.757, -5.035], [3.628, -3.333, -7.367], [3.074, -1.555, -7.062], [1.892, -2.704, -7.982], [-4.430, 2.123, -3.577], [-4.287, 1.027, -4.428], [-4.030, 1.226, -5.785], [-3.927, 2.526, -6.296], [-4.094, 3.621, -5.449], [-4.335, 3.419, -4.084], [-4.037, 4.996, -5.986], [-4.180, 5.959, -5.242], [-3.813, 5.194, -7.432], [-3.814, 6.490, -7.963], [-3.590, 6.687, -9.328], [-3.356, 5.594, -10.161], [-3.360, 4.301, -9.636], [-3.599, 4.101, -8.269], [-3.636, 2.727, -7.729], [-3.435, 1.766, -8.462], [-4.621, 1.967, -2.517], [-4.374, 0.017, -4.035], [-3.914, 0.366, -6.443], [-4.453, 4.269, -3.415], [-3.993, 7.350, -7.319], [-3.597, 7.694, -9.739], [-3.174, 5.747, -11.223], [-3.181, 3.452, -10.293], [9.234, 1.042, 5.633], [9.329, 0.733, 4.276], [8.172, 0.581, 3.512], [6.913, 0.726, 4.108], [6.818, 1.011, 5.470], [7.981, 1.180, 6.232], [5.496, 1.117, 6.120], [5.411, 1.371, 7.316], [4.279, 0.906, 5.312], [3.021, 0.947, 5.927], [1.864, 0.761, 5.167], [1.959, 0.543, 3.793], [3.211, 0.496, 3.178], [4.373, 0.668, 3.941], [5.694, 0.581, 3.288], [5.779, 0.386, 2.081], [10.136, 1.169, 6.227], [10.306, 0.612, 3.812], [8.254, 0.345, 2.452], [7.914, 1.416, 7.293], [2.937, 1.119, 6.999], [0.888, 0.787, 5.648], [1.057, 0.405, 3.200], [3.277, 0.321, 2.106], [-6.241, -2.902, 7.498], [-5.254, -3.659, 8.129], [-3.975, -3.737, 7.576], [-3.685, -3.066, 6.382], [-4.679, -2.329, 5.739], [-5.957, -2.237, 6.305], [-4.398, -1.657, 4.454], [-5.269, -1.007, 3.890], [-3.055, -1.788, 3.854], [-2.792, -1.205, 2.608], [-1.521, -1.312, 2.039], [-0.509, -1.992, 2.716], [-0.770, -2.579, 3.955], [-2.048, -2.485, 4.521], [-2.324, -3.139, 5.815], [-1.436, -3.741, 6.408], [-7.236, -2.834, 7.934], [-5.480, -4.187, 9.052], [-3.208, -4.326, 8.077], [-6.734, -1.653, 5.815], [-3.576, -0.669, 2.074], [-1.320, -0.863, 1.069], [0.483, -2.070, 2.277], [0.024, -3.113, 4.475]],
  "atomic_forces_ev_per_a": [[1.797, 3.142, -0.884], [-0.737, -3.048, 1.896], [0.218, 0.089, -0.705], [0.489, -1.216, -3.768], [1.093, -2.139, 0.608], [1.226, -1.681, 0.139], [2.077, 3.951, 1.558], [0.611, -0.255, 0.255], [-0.304, -0.614, 0.514], [0.052, 1.207, -1.158], [0.594, -0.298, 0.081], [2.869, 1.457, 0.751], [-4.140, 0.002, 1.141], [-2.092, 1.498, -1.381], [2.244, 1.229, -0.165], [-2.394, -1.200, -0.819], [2.305, -0.724, 0.595], [-2.006, -1.454, 0.311], [-2.168, 1.141, -1.291], [-2.285, 1.323, 0.441], [-0.886, -2.240, 0.067], [1.450, -0.135, 1.851], [0.043, 0.298, -0.247], [0.066, 0.153, -0.345], [-0.058, -0.087, 0.329], [-0.119, -0.360, 0.508], [-0.071, -0.392, 0.480], [-0.026, -0.295, 0.119], [-0.175, 1.135, 0.915], [0.087, -0.563, -0.443], [0.041, 0.410, -0.542], [0.055, 0.064, -0.337], [-0.043, -0.170, 0.373], [-0.024, -0.294, 0.241], [-0.010, 0.298, -0.118], [0.079, 0.402, -0.516], [0.238, -1.210, -0.910], [-0.124, 0.611, 0.457], [0.023, 0.046, -0.185], [0.040, 0.182, -0.088], [0.016, 0.328, 0.031], [0.036, -0.095, -0.311], [0.046, -0.335, -0.015], [0.001, -0.186, 0.103], [-0.034, -0.050, 0.202], [-0.077, 0.099, 0.312], [-0.364, 0.008, 0.053], [-0.371, -0.010, -0.108], [0.298, 0.030, 0.158], [0.628, -0.013, 0.073], [0.646, 0.019, 0.038], [0.275, -0.044, -0.143], [-0.105, 0.308, 1.444], [0.057, -0.151, -0.717], [-0.668, -0.063, -0.036], [-0.295, -0.046, -0.175], [0.388, 0.044, 0.119], [0.357, 0.010, -0.086], [-0.280, -0.008, 0.174], [-0.626, -0.032, -0.067], [0.085, -0.238, -1.428], [-0.054, 0.080, 0.684], [-0.184, -0.021, -0.096], [-0.194, 0.028, 0.069], [-0.203, 0.080, 0.252], [-0.168, -0.077, -0.274], [0.206, -0.016, -0.267], [0.190, -0.006, -0.078], [0.174, 0.030, 0.103], [0.157, 0.049, 0.275], [0.173, 0.126, -0.301], [0.306, 0.057, -0.232], [-0.298, -0.001, 0.160], [-0.438, -0.158, 0.432], [-0.410, -0.144, 0.472], [-0.059, -0.160, 0.264], [-1.048, 0.771, -0.659], [0.509, -0.377, 0.326], [0.405, 0.117, -0.509], [0.306, -0.022, -0.131], [-0.360, -0.003, 0.226], [-0.143, -0.118, 0.285], [0.042, 0.126, -0.272], [0.427, 0.136, -0.463], [1.095, -0.763, 0.737], [-0.552, 0.377, -0.374], [0.184, -0.001, -0.099], [0.064, 0.101, -0.170], [-0.070, 0.210, -0.250], [0.308, -0.115, -0.020], [0.084, -0.155, 0.280], [-0.033, -0.067, 0.226], [-0.156, -0.010, 0.055], [-0.307, 0.088, 0.004]],
  "total_charge": 0,
  "energy_ha": -5236.64760,
  "lumo_ha": -0.0406,
  "smiles": "C=CB1OB(Br)OB(C[C@H](C)F)O1.O=C1c2ccccc2C(=O)c2ccccc21.O=C1c2ccccc2C(=O)c2ccccc21.O=C1c2ccccc2C(=O)c2ccccc21"
}



Entry 2:
{
  "formula": "C47H35KN10O8S6",
  "method": "ωB97M-V/def2-TZVPD",
  "species": ["K", "O", "C", "C", "C", "N", "C", "C", "C", "O", "O", "C", "O", "O", "H", "H", "H", "N", "C", "N", "C", "C", "S", "C", "C", "S", "C", "N", "N", "H", "H", "H", "H", "H", "H", "O", "N", "O", "C", "C", "C", "C", "C", "C", "N", "C", "C", "N", "C", "C", "C", "C", "H", "H", "H", "H", "H", "H", "H", "O", "S", "C", "C", "C", "C", "C", "C", "C", "C", "C", "C", "C", "C", "C", "C", "H", "H", "H", "H", "H", "H", "H", "H", "H", "H", "H", "H", "H", "H", "S", "C", "S", "C", "N", "N", "C", "C", "C", "C", "C", "C", "S", "H", "H", "H", "H", "H"],
  "coordinates": [[-0.352, 0.006, 0.446], [4.470, -4.880, 0.240], [3.508, -3.931, 0.010], [3.552, -3.096, -1.092], [2.524, -2.181, -1.277], [1.534, -2.020, -0.393], [1.524, -2.818, 0.682], [2.464, -3.813, 0.908], [0.419, -2.601, 1.708], [-0.387, -3.545, 1.883], [0.396, -1.483, 2.265], [2.510, -1.353, -2.562], [3.433, -0.526, -2.683], [1.559, -1.590, -3.334], [5.127, -4.808, -0.460], [4.359, -3.140, -1.815], [2.384, -4.460, 1.770], [-1.437, 3.543, -0.701], [-1.995, 3.409, 0.550], [-1.950, 2.325, 1.248], [-2.628, 2.465, 2.436], [-3.234, 3.663, 2.622], [-2.922, 4.689, 1.276], [-2.534, 1.389, 3.429], [-2.527, 1.599, 4.767], [-2.297, 0.099, 5.585], [-2.216, -0.709, 4.037], [-2.360, 0.083, 3.019], [-2.069, -2.068, 3.963], [-0.838, 2.751, -0.927], [-0.956, 4.420, -0.839], [-3.769, 4.006, 3.489], [-2.508, 2.543, 5.283], [-1.631, -2.469, 4.780], [-1.566, -2.388, 3.124], [4.863, 2.755, -5.452], [4.553, 3.117, -4.330], [5.137, 4.008, -3.734], [3.359, 2.531, -3.719], [2.495, 1.950, -4.578], [1.261, 1.412, -4.124], [0.333, 0.823, -4.995], [-0.828, 0.314, -4.487], [-1.049, 0.401, -3.105], [-0.200, 0.962, -2.272], [0.951, 1.454, -2.762], [1.903, 2.040, -1.830], [1.578, 1.997, -0.526], [2.419, 2.483, 0.360], [3.658, 3.023, 0.006], [4.008, 3.072, -1.318], [3.117, 2.587, -2.295], [2.742, 1.908, -5.630], [0.563, 0.762, -6.052], [-1.560, -0.176, -5.114], [-1.946, -0.019, -2.661], [2.102, 2.468, 1.399], [4.319, 3.398, 0.776], [4.959, 3.483, -1.611], [-2.597, -0.928, -0.368], [-3.039, -1.925, 0.654], [-4.784, -1.504, 1.004], [-5.645, -1.412, -0.211], [-6.650, -2.349, -0.441], [-7.421, -2.297, -1.593], [-7.186, -1.309, -2.538], [-6.191, -0.367, -2.314], [-5.430, -0.409, -1.156], [-3.255, -3.537, -0.236], [-2.870, -3.439, -1.680], [-1.530, -3.301, -2.031], [-1.155, -3.171, -3.359], [-2.129, -3.195, -4.350], [-3.468, -3.326, -4.010], [-3.838, -3.438, -2.677], [-4.684, -0.557, 1.537], [-5.144, -2.255, 1.710], [-6.829, -3.126, 0.294], [-8.199, -3.033, -1.755], [-7.777, -1.271, -3.444], [-6.001, 0.405, -3.048], [-4.649, 0.317, -0.984], [-4.285, -3.873, -0.118], [-2.587, -4.205, 0.309], [-0.767, -3.266, -1.261], [-0.109, -3.002, -3.589], [-1.841, -3.097, -5.391], [-4.230, -3.331, -4.781], [-4.885, -3.513, -2.410], [4.096, 2.631, 7.285], [3.199, 3.058, 5.937], [1.635, 3.802, 6.023], [1.494, 3.828, 4.254], [2.546, 3.306, 3.689], [3.476, 2.884, 4.631], [4.602, 2.209, 4.084], [4.392, 1.355, 3.006], [5.464, 0.696, 2.431], [6.747, 0.887, 2.926], [6.949, 1.743, 3.999], [5.881, 2.409, 4.583], [0.127, 4.462, 3.486], [3.387, 1.213, 2.636], [5.290, 0.026, 1.598], [7.585, 0.368, 2.477], [7.947, 1.900, 4.388], [6.031, 3.074, 5.419]],
  "atomic_forces_ev_per_a": [[0.153, 0.724, -0.180], [-0.024, 0.013, 0.009], [0.042, -0.007, -0.015], [-0.015, -0.001, 0.006], [0.063, -0.090, -0.074], [-0.084, -0.024, 0.097], [0.157, -0.184, 0.035], [-0.031, 0.003, 0.035], [-0.005, -0.001, -0.057], [-0.137, -0.106, 0.015], [0.186, -0.267, 0.252], [-0.247, 0.184, 0.258], [0.239, 0.062, -0.079], [-0.034, -0.108, -0.173], [0.004, -0.001, -0.007], [0.009, -0.014, -0.001], [0.008, -0.007, 0.007], [0.080, 0.006, -0.050], [-0.061, 0.106, 0.023], [0.102, -0.265, -0.145], [-0.004, 0.007, 0.041], [0.026, -0.087, 0.034], [0.008, 0.038, -0.050], [0.024, 0.065, 0.110], [0.032, -0.026, -0.038], [0.014, -0.029, -0.015], [0.036, 0.026, 0.061], [-0.117, -0.042, -0.145], [0.085, -0.081, -0.068], [-0.028, 0.028, 0.000], [-0.010, -0.009, -0.004], [-0.032, 0.027, 0.031], [-0.014, 0.039, 0.031], [-0.045, 0.029, -0.011], [-0.055, 0.040, 0.066], [0.137, -0.102, 0.066], [-0.143, 0.361, -0.208], [0.054, -0.128, 0.047], [-0.110, -0.155, 0.127], [0.057, 0.025, -0.044], [-0.035, -0.005, 0.064], [0.005, 0.007, -0.026], [-0.027, -0.037, 0.029], [0.076, -0.037, -0.069], [-0.077, 0.067, 0.093], [0.024, 0.035, -0.001], [0.161, -0.069, -0.035], [-0.152, 0.066, 0.017], [-0.170, 0.026, 0.035], [0.041, 0.030, -0.089], [-0.013, 0.012, 0.009], [0.006, -0.030, -0.007], [-0.007, -0.003, 0.033], [0.000, -0.008, -0.012], [-0.014, -0.019, -0.025], [-0.050, -0.024, 0.021], [0.021, 0.062, -0.025], [0.001, -0.024, 0.017], [0.018, 0.005, -0.015], [-0.190, -0.110, -0.170], [-0.030, -0.027, 0.019], [0.048, -0.096, 0.029], [-0.002, -0.004, -0.008], [0.023, -0.006, 0.006], [-0.006, -0.013, -0.026], [-0.004, -0.006, 0.007], [0.001, -0.001, -0.001], [-0.002, 0.000, -0.009], [-0.016, 0.005, 0.061], [-0.004, 0.048, 0.041], [0.001, 0.014, -0.010], [0.018, 0.003, 0.000], [0.002, 0.013, -0.024], [0.008, -0.003, 0.002], [0.016, 0.022, 0.003], [0.013, 0.029, -0.035], [0.018, -0.011, 0.027], [-0.002, -0.006, 0.006], [-0.003, -0.002, -0.001], [-0.008, -0.001, -0.010], [0.003, 0.016, -0.013], [0.019, 0.021, 0.000], [-0.031, 0.008, 0.026], [0.036, 0.005, 0.016], [0.003, 0.000, 0.028], [-0.004, 0.023, -0.024], [0.004, 0.008, -0.011], [-0.015, 0.001, -0.013], [-0.056, 0.003, 0.019], [0.031, -0.013, 0.056], [-0.118, -0.023, -0.107], [0.077, 0.034, -0.141], [-0.034, -0.032, 0.027], [-0.017, -0.005, 0.021], [0.072, 0.030, 0.109], [0.032, -0.069, -0.003], [-0.018, -0.040, 0.075], [0.007, -0.009, 0.017], [-0.008, 0.000, -0.004], [-0.009, 0.000, -0.020], [0.022, 0.047, -0.034], [-0.056, 0.095, 0.049], [0.038, -0.058, 0.028], [-0.010, 0.001, -0.031], [0.008, -0.001, -0.007], [0.010, 0.001, 0.006], [0.005, 0.008, 0.019]],
  "total_charge": -2,
  "e_above_lowest_kcal_mol": 1.7,
  "energy_ha": -5950.80265,
  "lumo_ha": 0.1187
}



Number 1: HOMO -0.3593 Eh. Number 2: HOMO -0.0970 Eh.